No. 1
Entry from the Open Molecules 2025 dataset: a structure of composition C29H47Cl3GeHgN7O2PS2 (the ωB97M-V functional and the def2-TZVPD basis).

Each line ends with the Löwdin charge.
Atoms and positions in Å:
Hg: 0.48 -0.46 -1.62  1.023
C: 4.01 -4.09 1.47  -0.071
N: 2.58 -3.87 1.27  -0.179
C: 1.92 -3.41 2.48  -0.080
C: 2.18 -3.23 0.08  -0.438
N: 1.47 -2.18 0.02  0.107
N: 2.60 -3.93 -1.04  0.126
C: 2.53 -3.59 -2.39  -0.506
N: 3.30 -4.46 -3.13  0.105
N: 1.74 -2.70 -2.84  0.105
H: 4.16 -4.96 2.11  0.082
H: 4.48 -3.22 1.94  0.090
H: 4.51 -4.26 0.52  0.077
H: 2.12 -4.13 3.27  0.085
H: 0.85 -3.35 2.32  0.085
H: 2.29 -2.43 2.82  0.093
H: 1.30 -1.77 0.93  0.010
H: 3.02 -4.82 -0.85  0.129
H: 4.21 -4.69 -2.75  0.027
H: 3.40 -4.24 -4.12  -0.058
H: 1.89 -2.59 -3.84  0.037
N: -1.09 -1.93 -2.23  -0.105
C: -1.73 -2.15 -3.55  -0.247
C: -1.37 -1.17 -4.67  -0.213
C: -2.31 0.03 -4.82  -0.214
C: -2.39 0.92 -3.59  -0.305
N: -1.06 1.45 -3.31  -0.013
H: -0.50 -2.73 -2.03  0.039
H: -1.78 -1.86 -1.48  -0.071
H: -2.82 -2.13 -3.39  0.080
H: -1.48 -3.16 -3.87  0.107
H: -1.40 -1.73 -5.61  0.102
H: -0.34 -0.84 -4.55  0.089
H: -3.31 -0.34 -5.06  0.107
H: -1.99 0.63 -5.67  0.103
H: -2.72 0.34 -2.72  0.051
H: -3.16 1.69 -3.75  0.105
H: -1.03 2.09 -2.52  0.036
H: -0.67 1.93 -4.12  0.075
Cl: 6.84 -3.41 -7.56  -0.245
Ge: 5.80 -2.74 -5.64  -0.048
Cl: 3.66 -3.39 -6.26  -0.169
Cl: 6.29 -4.67 -4.41  -0.210
C: -3.00 1.96 -0.24  -0.085
C: -3.49 1.77 1.18  -0.443
C: -2.42 2.12 2.20  -0.053
O: -4.01 0.44 1.44  -0.330
P: -3.51 -0.96 0.82  -0.156
S: -4.32 -1.35 -0.94  0.200
S: -1.53 -1.14 0.89  0.248
O: -4.26 -1.94 1.87  -0.336
C: -4.24 -1.88 3.29  -0.464
C: -2.96 -1.33 3.89  -0.092
C: -5.46 -1.11 3.76  -0.057
H: -2.73 3.01 -0.37  0.073
H: -3.77 1.68 -0.96  0.058
H: -2.11 1.35 -0.41  0.039
H: -4.36 2.41 1.35  0.135
H: -1.54 1.49 2.07  0.057
H: -2.81 2.01 3.21  0.074
H: -2.12 3.16 2.06  0.075
H: -4.33 -2.93 3.59  0.132
H: -2.80 -0.29 3.61  0.051
H: -2.09 -1.90 3.56  0.041
H: -3.03 -1.39 4.98  0.078
H: -5.39 -0.07 3.45  0.073
H: -5.54 -1.15 4.85  0.073
H: -6.37 -1.54 3.33  0.078
C: 1.38 1.25 -1.02  -0.263
C: 1.46 2.07 -0.10  -0.260
C: 1.62 3.05 0.89  -0.221
C: 0.68 4.15 0.88  -0.187
C: -0.10 4.42 -0.28  -0.064
C: -1.06 5.41 -0.31  -0.139
C: -1.31 6.21 0.81  -0.152
C: -0.57 5.96 1.96  -0.137
C: 0.39 4.97 2.00  -0.072
C: 2.65 2.84 1.88  -0.183
C: 3.21 1.55 2.06  -0.049
C: 4.21 1.30 2.97  -0.129
C: 4.73 2.32 3.77  -0.153
C: 4.22 3.60 3.59  -0.134
C: 3.22 3.86 2.67  -0.069
H: 0.07 3.81 -1.15  0.084
H: -1.62 5.57 -1.22  0.090
H: -2.06 6.99 0.78  0.074
H: -0.77 6.54 2.86  0.086
H: 0.89 4.77 2.94  0.088
H: 2.84 0.74 1.44  0.084
H: 4.60 0.29 3.07  0.082
H: 5.51 2.13 4.49  0.074
H: 4.62 4.43 4.17  0.085
H: 2.89 4.88 2.53  0.090

Results
ΔE to the lowest compared entry with this formula, charge and spin ... 84.1 kJ/mol
LUMO energy ... 3.868 eV
Total charge ... -2
HOMO ... -0.9 eV
HOMO-LUMO gap ... 4.77 eV

=====

No. 2
Entry from the Open Molecules 2025 dataset: a structure of composition C3H4CuMgO2 (the ωB97M-V functional and the def2-TZVPD basis).

Each line ends with the Löwdin charge.
Atoms and positions in Å:
O: 0.38 0.35 0.20  -0.252
Cu: -1.95 0.03 -0.32  0.644
C: 1.37 -0.35 -0.48  -0.264
C: 2.29 -1.04 0.19  0.093
H: 1.23 -0.32 -1.56  0.132
H: 2.52 -0.87 1.25  0.097
H: 2.97 -1.68 -0.37  0.100
Mg: 0.98 2.88 0.02  1.090
C: -4.62 0.36 -0.10  0.061
O: -5.73 0.52 0.01  0.154
H: 0.53 0.13 1.17  0.145

Results
LUMO energy (alpha / beta) ... -9.091 / -9.906 eV
Total charge ... +2
Multiplicity ... 2
HOMO (alpha / beta) ... -16.5 / -17.7 eV
HOMO-LUMO gap (alpha / beta) ... 7.44 / 7.75 eV

=====

No. 3
Entry from the Open Molecules 2025 dataset: the molecule C3H4O3 (the ωB97M-V functional and the def2-TZVPD basis).

Each line ends with the Löwdin charge.
Atoms and positions in Å:
C: 0.02 0.43 0.40  -0.325
C: 0.78 -0.88 0.15  -0.204
C: -1.40 0.26 -0.16  -0.188
H: 0.71 2.35 0.52  0.180
H: -0.08 0.46 1.51  0.170
H: 0.18 -1.83 0.25  0.140
H: -1.66 1.24 -0.78  0.162
O: 0.65 1.57 -0.20  -0.064
O: 1.92 -0.91 -0.23  0.091
O: -2.02 -0.79 -0.05  0.039

Results
ΔE to the lowest compared entry with this formula, charge and spin ... 218.8 kJ/mol
LUMO energy ... 0.184 eV
Total charge ... 0
HOMO ... -9.9 eV
HOMO-LUMO gap ... 10.08 eV
Structure (SMILES) ... O=CC(O)C=O